C51H122N14O11 | ωB97M-V/def2-TZVPD

Last column: Löwdin charge in e.
CARTESIAN COORDINATES (ANGSTROEM)
C -7.4513 16.7670 -0.1945  -0.078
C -8.0815 17.1720 -1.5510  -0.282
N -9.5100 17.3942 -1.5225  -0.204
C -10.2241 16.9929 -2.7593  -0.202
C -9.8389 18.0024 -3.9411  -0.070
C -9.8057 18.7125 -1.0284  -0.278
C -11.2836 19.0606 -0.7873  -0.080
H -6.3869 16.5500 -0.2841  0.069
H -8.0643 15.9706 0.2273  0.071
H -7.5094 17.5768 0.5328  0.056
H -7.4691 17.9742 -1.9627  0.106
H -7.9520 16.3746 -2.2828  0.109
H -10.0802 15.9232 -2.9118  0.105
H -11.3124 17.0286 -2.7112  0.091
H -10.3338 18.9673 -3.8311  0.061
H -8.7578 18.0488 -4.0726  0.062
H -10.2747 17.6427 -4.8731  0.059
H -9.3504 19.4860 -1.6468  0.106
H -9.2834 18.8149 -0.0772  0.105
H -11.4540 20.0642 -0.3975  0.069
H -11.7370 18.4521 -0.0049  0.070
H -11.8458 18.9476 -1.7143  0.057
C -6.1448 27.9038 1.6005  -0.088
C -5.6638 26.6354 0.8478  -0.249
N -6.6950 25.5929 0.8030  -0.186
C -6.4857 24.4700 -0.1078  -0.301
C -6.5236 24.8236 -1.5402  -0.096
C -6.9824 25.1296 2.1755  -0.251
C -5.7850 24.4916 2.9162  -0.081
H -5.4978 28.7793 1.5465  0.069
H -6.5474 27.8869 2.6133  0.058
H -7.0548 28.1861 1.0710  0.072
H -5.5801 27.0371 -0.1620  0.103
H -4.6815 26.2758 1.1542  0.104
H -5.6057 23.8983 0.1870  0.106
H -7.2577 23.7432 0.1447  0.112
H -5.5671 25.2899 -1.7768  0.072
H -6.7009 23.9096 -2.1071  0.076
H -7.3532 25.5047 -1.7295  0.083
H -7.8362 24.4537 2.1268  0.104
H -7.3852 25.9205 2.8082  0.096
H -5.3051 23.6403 2.4333  0.065
H -6.1788 24.0788 3.8449  0.067
H -5.1039 25.3108 3.1468  0.065
C -6.7207 8.1584 3.5094  -0.082
C -6.0792 9.2242 2.6033  -0.286
N -5.7738 8.7832 1.2926  -0.205
C -4.7863 9.5562 0.5618  -0.243
C -4.4487 8.9977 -0.8677  -0.080
C -7.0285 8.6584 0.4964  -0.250
C -7.5478 9.8921 -0.2178  -0.090
H -6.7605 8.3929 4.5732  0.067
H -6.1405 7.2362 3.4756  0.074
H -7.7507 7.9534 3.2177  0.056
H -6.7301 10.0978 2.5688  0.110
H -5.1176 9.4722 3.0528  0.114
H -5.0354 10.6142 0.4795  0.107
H -3.8937 9.4787 1.1827  0.108
H -5.2513 9.0240 -1.6048  0.049
H -3.5799 9.5067 -1.2850  0.067
H -4.2438 7.9281 -0.9141  0.070
H -7.8284 8.3923 1.1874  0.095
H -6.8901 7.8375 -0.2072  0.109
H -6.9436 10.1760 -1.0794  0.060
H -7.5976 10.6499 0.5641  0.073
H -8.5452 9.5799 -0.5277  0.077
C -9.2175 10.5382 15.9029  -0.331
O -9.3060 11.5364 16.6216  -0.011
N -8.1519 10.2869 15.1271  -0.198
C -8.1219 9.1363 14.2908  -0.084
C -7.0411 11.2288 15.0516  -0.035
H -9.9917 9.7600 15.8183  0.134
H -7.3907 8.4035 14.6322  0.084
H -7.7340 9.3862 13.3032  0.088
H -9.0002 8.4935 14.2310  0.090
H -6.0850 10.7055 15.0642  0.089
H -7.0364 11.7604 14.1000  0.086
H -7.1488 12.0426 15.7687  0.088
C -0.5487 14.5561 12.0928  -0.316
O -0.3007 15.7423 11.7647  -0.025
N 0.3056 13.6398 12.6230  -0.202
C -0.1973 12.3788 13.1986  -0.048
C 1.7144 13.9349 12.7092  -0.056
H -1.5332 14.0756 11.9825  0.126
H 0.3701 12.0579 14.0722  0.088
H 0.0106 11.6331 12.4313  0.079
H -1.2728 12.2388 13.3071  0.085
H 1.8816 14.0817 13.7762  0.092
H 2.3680 13.0972 12.4660  0.084
H 2.0629 14.7666 12.0969  0.093
C -11.6439 8.6735 9.7321  -0.313
O -12.4305 7.7094 9.9895  -0.043
N -11.7432 9.9471 10.1362  -0.213
C -10.8133 10.9726 9.6063  -0.035
C -12.6401 10.3422 11.1578  -0.058
H -10.7142 8.5275 9.1606  0.128
H -10.2349 11.3100 10.4664  0.082
H -11.3914 11.8090 9.2135  0.088
H -10.1219 10.6606 8.8236  0.087
H -13.4641 10.9499 10.7839  0.096
H -13.0119 9.4526 11.6663  0.093
H -12.0303 10.8865 11.8789  0.089
C -0.3089 21.5632 4.7876  -0.343
O -0.7231 20.4052 4.8207  -0.018
N -0.1891 22.3664 5.8815  -0.208
C 0.1452 23.7960 5.8024  -0.042
C -0.4773 21.8321 7.2599  -0.018
H 0.0415 22.0846 3.8835  0.126
H 0.3511 24.0915 4.7736  0.089
H 0.9248 23.9930 6.5384  0.081
H -0.7678 24.1306 6.2950  0.084
H -1.3511 22.3567 7.6463  0.083
H -0.6008 20.7498 7.2967  0.085
H 0.3544 22.1422 7.8926  0.080
C -13.0542 22.0292 8.2650  -0.375
O -12.5235 22.3302 9.3073  0.015
N -12.7053 20.9584 7.5605  -0.172
C -13.4418 20.5641 6.3749  -0.088
C -11.6051 20.0231 7.9670  -0.014
H -13.8002 22.6208 7.7121  0.134
H -12.8848 20.3208 5.4701  0.084
H -14.0248 21.3393 5.8776  0.080
H -14.1385 19.7413 6.5351  0.086
H -11.9414 18.9863 7.9590  0.080
H -10.7748 20.0627 7.2619  0.088
H -11.3063 20.2400 8.9926  0.082
C -3.7528 20.9153 14.2732  -0.318
O -3.0967 21.7733 14.8520  -0.005
N -5.1080 21.0322 14.0917  -0.202
C -5.7975 20.0470 13.3331  -0.090
C -5.9772 21.9945 14.8243  -0.033
H -3.2937 20.0223 13.8215  0.137
H -6.0524 19.2280 14.0058  0.086
H -5.1999 19.6528 12.5112  0.090
H -6.7636 20.4696 13.0572  0.088
H -5.3210 22.4863 15.5425  0.079
H -6.3893 22.8271 14.2542  0.084
H -6.7892 21.4946 15.3523  0.086
C -11.5933 13.4010 3.0067  -0.310
O -10.5938 13.1290 3.7578  -0.056
N -12.5950 12.6095 2.6577  -0.201
C -13.6758 12.9821 1.7774  -0.061
C -12.7017 11.2182 3.0646  -0.049
H -11.6290 14.3161 2.3954  0.134
H -13.9408 14.0297 1.9207  0.091
H -14.5801 12.4748 2.1134  0.088
H -13.4530 12.7104 0.7456  0.096
H -11.8343 10.8640 3.6216  0.087
H -13.5814 10.9778 3.6617  0.090
H -12.7368 10.5858 2.1775  0.091
C -2.8772 7.8165 9.8083  -0.298
O -3.6532 8.7736 9.6076  -0.024
N -1.5604 7.7337 9.3704  -0.176
C -0.7570 6.5355 9.2648  -0.078
C -1.0370 8.9156 8.6220  -0.053
H -3.2234 6.9299 10.3617  0.128
H 0.2661 6.7327 9.5851  0.083
H -0.6249 6.2302 8.2268  0.087
H -1.1345 5.6642 9.8001  0.088
H -1.3281 9.8932 9.0065  0.083
H 0.0529 8.9083 8.6057  0.075
H -1.1852 8.9624 7.5432  0.086
C -5.3785 17.8157 7.1457  -0.312
O -5.9187 18.6445 7.8793  -0.016
N -5.5632 16.4642 7.2596  -0.202
C -4.8701 15.5319 6.4573  -0.090
C -6.5022 15.8078 8.2237  -0.031
H -4.7271 18.1147 6.3099  0.135
H -4.5644 14.6764 7.0597  0.088
H -4.0232 16.0553 6.0136  0.090
H -5.5990 15.1517 5.7416  0.092
H -6.9958 16.6107 8.7713  0.075
H -7.2681 15.1463 7.8187  0.087
H -5.9652 15.2992 9.0244  0.084
C 3.6582 11.8177 5.9276  -0.381
O 4.3262 11.0969 5.2861  0.059
N 2.6325 12.5482 5.4042  -0.189
C 1.9070 13.5715 6.1582  -0.065
C 2.3028 12.5070 4.0049  -0.066
H 3.7654 11.9914 7.0095  0.132
H 0.8630 13.6961 5.8705  0.081
H 2.3178 14.5730 6.0303  0.086
H 1.9225 13.3534 7.2260  0.080
H 2.8503 13.2531 3.4288  0.093
H 2.4108 11.5517 3.4912  0.090
H 1.2496 12.7635 3.8903  0.080
C -6.2632 27.6627 8.3060  -0.320
O -6.4766 28.6939 7.6289  -0.035
N -7.2615 26.8265 8.6223  -0.181
C -7.1247 25.5841 9.4564  -0.045
C -8.6194 26.8773 8.1318  -0.062
H -5.2743 27.3402 8.6670  0.133
H -6.1467 25.3044 9.8481  0.084
H -7.6111 24.7667 8.9241  0.079
H -7.7494 25.6617 10.3463  0.079
H -9.3358 26.8304 8.9519  0.090
H -8.8480 27.7880 7.5782  0.089
H -8.7959 26.0178 7.4850  0.090

**2S+1**: 1
**Max |F|**: 4.09 eV/A
**LUMO level**: -0.149 eV
**Molar mass**: 1107.624 g mol⁻¹
**HOMO**: -8.23 eV
**Total charge**: 0
**ΔE to the lowest compared entry with this formula, charge and spin**: 1291.2 kJ/mol


C51H123N5O13 | ωB97M-V/def2-TZVPD

Last column: Löwdin charge in e.
CARTESIAN COORDINATES (ANGSTROEM)
C -6.5545 -0.7935 0.6394  -0.148
O -7.2070 -1.7292 1.5381  -0.119
H -7.1346 0.1292 0.6560  0.080
H -5.5152 -0.5929 0.8996  0.065
H -6.6030 -1.1948 -0.3728  0.063
H -6.5859 -2.4403 1.7116  0.039
C 0.9232 -0.7257 6.7128  -0.163
O 0.8030 -1.2340 8.0435  -0.106
H 0.7932 -1.4818 5.9386  0.062
H 0.3268 0.1409 6.4275  0.053
H 1.9199 -0.2882 6.6562  0.082
H -0.0735 -1.6147 8.1349  0.070
C -3.9441 -2.9947 -2.3906  -0.114
O -4.1860 -2.4262 -1.0884  -0.152
H -3.7789 -4.0715 -2.3539  0.088
H -4.8643 -2.9311 -2.9713  0.080
H -3.1341 -2.4344 -2.8575  0.060
H -4.8415 -3.0232 -0.7204  0.075
C 2.3405 -4.6360 -0.1862  -0.143
O 0.9335 -4.6340 0.0119  -0.120
H 2.6819 -5.5214 0.3501  0.077
H 2.7069 -4.7230 -1.2090  0.076
H 2.8951 -3.9027 0.3993  0.069
H 0.6610 -5.2703 0.6771  0.089
C -4.4292 -3.3813 3.6708  -0.177
O -5.4597 -3.2622 4.5908  -0.111
H -4.0775 -4.4098 3.5898  0.086
H -4.7725 -2.9637 2.7243  0.060
H -3.5768 -2.7885 4.0025  0.068
H -5.1403 -3.4223 5.4819  0.081
C -3.2446 0.1437 5.7742  -0.187
O -3.7818 -0.2894 6.9803  -0.094
H -3.2997 1.2150 5.5809  0.060
H -2.1829 -0.0755 5.6610  0.067
H -3.8157 -0.3002 4.9588  0.072
H -4.7199 -0.0863 6.9658  0.083
O -2.1556 -3.2883 0.9859  -0.055
H -1.4649 -2.6380 0.8584  -0.020
H -2.9047 -2.9408 0.5017  -0.006
O -3.4190 3.0076 3.4921  -0.034
H -4.1669 3.5182 3.8023  0.047
H -3.7571 2.1165 3.4031  0.020
C 0.5572 0.6515 2.5040  -0.002
C -0.4604 -0.4900 2.0875  -0.440
C -1.9077 -0.0799 2.1360  -0.132
C -2.2474 0.9792 1.0437  -0.157
C -1.9685 0.3645 -0.3053  -0.129
C -0.4990 -0.2365 -0.5427  -0.438
N -0.1969 -1.0192 0.6730  -0.104
O 1.0512 -1.7118 0.5894  -0.015
C -0.5678 -1.1899 -1.7678  -0.011
C 0.4970 0.8892 -0.7957  -0.022
C -0.3128 -1.5876 3.1760  -0.027
H 1.5762 0.3281 2.2917  0.078
H 0.4882 0.8901 3.5654  0.068
H 0.2650 1.5930 2.0389  0.054
H -2.6060 -0.9168 2.1398  0.109
H -2.0771 0.3575 3.1200  0.095
H -1.6720 1.8960 1.1717  0.104
H -3.2881 1.2984 0.9878  0.096
H -2.1652 1.0996 -1.0857  0.091
H -2.7147 -0.3847 -0.5696  0.089
H 0.4417 -1.4220 -2.1069  0.073
H -1.0343 -2.1303 -1.4743  0.078
H -1.1162 -0.7625 -2.6072  0.068
H 0.3352 1.7686 -0.1723  0.074
H 1.5593 0.6455 -0.7830  0.069
H 0.3403 1.3405 -1.7754  0.065
H 0.7550 -1.7555 3.3159  0.079
H -0.7342 -2.4913 2.7358  0.068
H -0.7458 -1.3790 4.1543  0.065
H 0.7297 -2.5647 0.2881  0.049
C 6.4411 1.1683 -2.6702  -0.017
C 5.3192 0.2049 -2.2563  -0.509
C 5.7026 -1.2165 -2.6438  -0.153
C 6.7469 -1.8566 -1.6753  -0.143
C 6.1969 -1.7580 -0.1907  -0.113
C 5.8219 -0.3033 0.1858  -0.492
N 4.9297 0.2443 -0.8443  -0.106
O 4.5201 1.5168 -0.5022  -0.008
C 5.1477 -0.4787 1.5330  -0.059
C 7.0664 0.5848 0.5117  -0.032
C 4.0177 0.4408 -3.0729  -0.033
H 6.6289 1.3789 -3.7230  0.086
H 7.4016 0.7457 -2.3753  0.063
H 6.3315 2.0937 -2.1047  0.083
H 4.8425 -1.8843 -2.5958  0.104
H 6.0904 -1.2857 -3.6601  0.121
H 7.7184 -1.3997 -1.8633  0.093
H 6.9465 -2.9143 -1.8473  0.098
H 6.9871 -2.1216 0.4662  0.113
H 5.4194 -2.4730 0.0785  0.105
H 4.9049 0.5202 1.8955  0.082
H 4.2192 -1.0457 1.4649  0.079
H 5.7932 -0.9658 2.2638  0.090
H 7.8945 0.3732 -0.1646  0.066
H 7.0246 1.6731 0.5562  0.080
H 7.4608 0.4651 1.5208  0.075
H 3.2602 -0.2789 -2.7624  0.075
H 4.3166 0.3157 -4.1136  0.079
H 3.6588 1.4659 -2.9811  0.080
H 3.6492 1.3384 -0.1397  0.092
C 0.8291 5.1509 3.1673  -0.043
C 1.1481 5.0048 4.6451  -0.491
C 1.3435 6.4629 5.1252  -0.143
C 1.5158 6.5337 6.6599  -0.160
C 0.2004 5.9772 7.3192  -0.138
C -0.2174 4.5827 6.8770  -0.499
N -0.0747 4.4872 5.4054  -0.091
O -0.5684 3.2794 4.9051  -0.029
C 0.5435 3.4621 7.6469  -0.013
C -1.6925 4.4624 7.3528  -0.045
C 2.4267 4.1909 4.8242  -0.027
H 1.4776 5.8415 2.6281  0.085
H -0.1401 5.6411 3.0760  0.090
H 0.9753 4.1516 2.7573  0.074
H 2.2309 6.8489 4.6236  0.116
H 0.4960 7.0924 4.8541  0.118
H 1.7604 7.5174 7.0605  0.102
H 2.3787 5.9791 7.0286  0.092
H -0.5679 6.7251 7.1234  0.112
H 0.3203 5.9655 8.4025  0.117
H 0.2497 3.4579 8.6965  0.084
H 0.2593 2.4830 7.2612  0.064
H 1.5985 3.6229 7.4254  0.066
H -2.3336 5.1659 6.8215  0.080
H -2.1214 3.5097 7.0422  0.065
H -1.8627 4.5130 8.4282  0.088
H 2.1572 3.1404 4.7150  0.078
H 2.8171 4.2346 5.8409  0.061
H 3.2243 4.3628 4.1014  0.090
H -1.4442 3.5952 4.6707  0.068
C -1.3479 3.8182 -2.7810  -0.048
C -2.4877 3.2770 -3.6622  -0.441
C -1.8780 1.8766 -4.2237  -0.105
C -2.8935 0.8251 -4.6816  -0.157
C -3.9137 0.6414 -3.5056  -0.142
C -4.6789 1.8941 -3.0050  -0.451
N -3.6145 2.9483 -2.7020  -0.135
O -4.1894 4.0308 -2.1244  -0.016
C -5.7097 2.3838 -4.0421  -0.021
C -5.3743 1.4004 -1.7312  -0.039
C -2.8677 4.2684 -4.7812  -0.024
H -0.3500 3.8449 -3.2186  0.088
H -1.2169 3.1493 -1.9305  0.057
H -1.6240 4.7999 -2.3961  0.081
H -1.3417 2.2205 -5.1081  0.109
H -1.2030 1.4730 -3.4691  0.084
H -2.4471 -0.1562 -4.8421  0.089
H -3.4455 1.0638 -5.5907  0.102
H -3.4570 0.0482 -2.7134  0.077
H -4.5610 -0.1280 -3.9265  0.114
H -5.2915 2.3145 -5.0463  0.066
H -6.5967 1.7507 -4.0186  0.079
H -6.0561 3.4076 -3.9013  0.085
H -5.8495 2.2158 -1.1859  0.085
H -6.1932 0.7673 -2.0730  0.084
H -4.7789 0.8333 -1.0156  0.059
H -3.5470 3.7471 -5.4557  0.065
H -2.0319 4.4895 -5.4450  0.082
H -3.3649 5.1383 -4.3521  0.084
H -4.1467 3.7945 -1.1950  0.104
C -0.8403 -3.4553 -4.9055  -0.015
C 0.5320 -3.6351 -5.5927  -0.534
C 1.4798 -2.6863 -4.9636  -0.176
C 2.9552 -2.8065 -5.3069  -0.151
C 3.3641 -4.2862 -5.1391  -0.135
C 2.4454 -5.3422 -5.6996  -0.493
N 1.0460 -4.9706 -5.3352  -0.069
O 0.1109 -5.9567 -5.7601  -0.012
C 2.6574 -5.6383 -7.1961  -0.033
C 2.8053 -6.6930 -5.0396  -0.036
C 0.4991 -3.1345 -7.0288  -0.040
H -0.7984 -3.5141 -3.8179  0.078
H -1.5830 -4.1632 -5.2733  0.083
H -1.2604 -2.4671 -5.0933  0.068
H 1.1372 -1.6564 -5.0631  0.129
H 1.3370 -2.8930 -3.9030  0.113
H 3.5715 -2.1570 -4.6852  0.085
H 3.2427 -2.5198 -6.3185  0.106
H 3.6089 -4.3702 -4.0802  0.111
H 4.3444 -4.3225 -5.6143  0.121
H 3.5814 -6.1684 -7.4272  0.089
H 1.9507 -6.4071 -7.5086  0.073
H 2.3802 -4.8289 -7.8714  0.070
H 2.6711 -6.6237 -3.9601  0.081
H 2.1286 -7.4764 -5.3808  0.080
H 3.8457 -6.9192 -5.2735  0.087
H -0.0149 -3.7754 -7.7452  0.080
H 1.4347 -2.9179 -7.5445  0.074
H -0.1101 -2.2346 -7.1140  0.087
H 0.0723 -5.8505 -6.7135  0.076

**2S+1**: 1
**Max |F|**: 3.77 eV/A
**LUMO level**: 0.161 eV
**Molar mass**: 1014.567 g mol⁻¹
**HOMO**: -8.12 eV
**Total charge**: 0
**ΔE to the lowest compared entry with this formula, charge and spin**: 349.9 kJ/mol


Q: ΔE to the lowest compared entry with this formula, charge and spin of number 2 (C51H123N5O13)?
A: 349.9 kJ/mol


Q: 2S+1 of number 1 (C51H122N14O11)?
A: 1